The following is a quantum chemistry calculation of a cluster of 2 separate species, CH3N4O in total, from OMol25.

CARTESIAN COORDINATES (ANGSTROEM)
C1 0.06881 0.22573 0.09638
N1 -1.94071 0.58683 0.08939
N2 -0.86034 1.16467 -0.02402
N3 -0.44408 -0.96713 0.19506
N4 2.76653 -0.55429 0.08721
O1 -1.75816 -0.80282 0.11057
H1 -2.84561 1.11557 0.18476
H2 2.12230 -1.14563 -0.47403
H3 2.89125 0.37707 -0.26530

Results
**Kohn-Sham gap (spin up / spin down)**: 8.37 / 7.57 eV
**LUMO level (spin up / spin down)**: -7.20 / -8.19 eV
**Charge**: +1
**Calculated total energy**: -9076.34356 eV
**Highest occupied orbital energy (spin up / spin down)**: -15.574 / -15.765 eV
**Energy above the lowest of the compared OMol25 structures with the same formula, charge and spin**: 177.9 kcal/mol